# C34H73N3O9S2Si2

A molecular structure, C34H73N3O9S2Si2 in a non-equilibrium geometry (ωB97M-V/def2-TZVPD, OMol25).

Each line ends with the Löwdin charge.
Cartesian coordinates (Å):
C  -0.664  1.743  1.121  -0.126
C  -2.059  1.990  1.946  -0.259
N  -3.165  1.008  1.670  -0.204
C  -2.819  -0.422  1.986  -0.291
C  -1.790  -0.658  3.236  -0.104
C  -3.756  1.127  0.285  -0.901
S  -4.988  -0.008  -0.167  0.597
S  -3.345  2.407  -1.020  0.765
C  -1.986  1.843  -2.177  -0.501
C  -2.379  0.551  -3.125  -0.276
C  -0.952  0.076  -3.858  -0.275
Si  0.021  -1.246  -2.823  0.524
C  -0.009  -3.001  -3.662  -0.258
C  -0.616  -4.165  -2.627  -0.224
N  -0.847  -5.411  -3.174  0.004
O  1.695  -0.705  -2.709  -0.443
Si  2.189  -0.497  -1.012  0.492
N  2.822  1.177  -0.698  -0.138
H  -0.541  2.568  0.266  0.072
H  -0.688  0.705  0.580  0.054
H  0.271  1.882  1.830  0.093
H  -2.440  3.077  1.629  0.113
H  -1.787  2.115  3.102  0.126
H  -3.838  -0.958  2.299  0.107
H  -2.454  -1.026  1.023  0.118
H  -1.905  -1.777  3.596  0.092
H  -1.873  0.128  4.105  0.071
H  -0.689  -0.582  2.781  0.082
H  -0.966  1.578  -1.651  0.060
H  -1.743  2.738  -2.923  0.111
H  -3.050  0.979  -4.005  0.119
H  -2.897  -0.324  -2.544  0.087
H  -1.100  -0.232  -4.977  0.060
H  -0.273  1.048  -3.862  0.089
H  -0.526  -1.240  -1.470  -0.020
H  -0.696  -2.894  -4.622  0.090
H  1.089  -3.287  -3.975  0.092
H  -0.817  -3.947  -1.473  0.115
H  -0.581  -5.382  -4.193  0.032
H  3.270  -1.426  -0.701  -0.044
H  1.094  -0.789  -0.084  -0.050
H  2.728  1.428  0.332  0.029
H  2.326  1.889  -1.292  0.020
C  1.089  0.683  -8.863  -0.024
C  0.473  -0.412  -8.034  -0.480
O  -0.378  -0.166  -7.181  0.033
C  0.937  -1.821  -8.290  -0.021
H  0.659  1.646  -8.569  0.085
H  2.168  0.715  -8.692  0.088
H  0.876  0.513  -9.921  0.086
H  2.009  -1.900  -8.094  0.088
H  0.717  -2.103  -9.323  0.087
H  0.407  -2.506  -7.620  0.079
C  4.638  -4.425  -0.008  -0.020
C  4.588  -3.412  1.104  -0.481
O  3.807  -2.463  1.069  -0.011
C  5.532  -3.606  2.261  -0.021
H  3.902  -4.158  -0.775  0.077
H  5.631  -4.429  -0.463  0.085
H  4.393  -5.416  0.381  0.088
H  6.565  -3.574  1.907  0.059
H  5.327  -4.561  2.751  0.090
H  5.384  -2.800  2.988  0.086
C  -2.977  -0.608  8.254  -0.025
C  -2.500  0.586  7.471  -0.489
O  -1.447  0.553  6.836  0.031
C  -3.361  1.820  7.494  -0.037
H  -2.256  -1.425  8.146  0.082
H  -3.056  -0.349  9.313  0.086
H  -3.944  -0.942  7.871  0.086
H  -3.458  2.187  8.519  0.084
H  -4.346  1.594  7.076  0.068
H  -2.893  2.601  6.885  0.084
C  4.076  5.148  -0.774  -0.024
C  2.794  4.982  -0.004  -0.485
O  2.473  3.897  0.477  0.027
C  1.919  6.197  0.156  -0.025
H  4.605  4.189  -0.808  0.084
H  3.857  5.463  -1.797  0.087
H  4.716  5.882  -0.278  0.086
H  1.604  6.559  -0.826  0.087
H  2.462  6.978  0.694  0.087
H  1.028  5.929  0.733  0.084
C  10.330  -1.624  0.977  -0.026
C  9.048  -1.790  1.747  -0.484
O  8.727  -2.876  2.228  0.038
C  8.173  -0.575  1.907  -0.019
H  10.859  -2.583  0.942  0.085
H  10.111  -1.309  -0.046  0.085
H  10.970  -0.890  1.473  0.087
H  7.858  -0.213  0.925  0.089
H  8.716  0.206  2.444  0.088
H  7.282  -0.843  2.484  0.080
C  6.485  -2.187  -4.166  -0.027
C  5.516  -1.219  -4.791  -0.489
O  5.507  -1.018  -6.004  0.040
C  4.558  -0.507  -3.873  -0.035
H  7.115  -2.626  -4.948  0.083
H  7.127  -1.662  -3.454  0.082
H  5.938  -2.990  -3.666  0.081
H  5.114  0.092  -3.148  0.091
H  3.925  -1.235  -3.360  0.055
H  3.919  0.159  -4.462  0.088
C  -8.115  2.984  7.367  -0.022
C  -7.317  2.527  8.559  -0.476
O  -6.161  2.126  8.438  0.037
C  -7.988  2.582  9.906  -0.025
H  -7.504  2.889  6.464  0.086
H  -9.005  2.359  7.255  0.088
H  -8.399  4.032  7.490  0.087
H  -8.872  1.939  9.906  0.087
H  -8.266  3.612  10.141  0.087
H  -7.293  2.222  10.672  0.085
C  -8.903  -1.611  -3.974  -0.031
C  -8.953  -0.598  -2.862  -0.492
O  -9.734  0.351  -2.897  0.047
C  -8.009  -0.792  -1.705  -0.063
H  -9.639  -1.344  -4.741  0.083
H  -7.910  -1.615  -4.429  0.085
H  -9.148  -2.603  -3.585  0.084
H  -6.976  -0.760  -2.059  0.039
H  -8.214  -1.747  -1.214  0.089
H  -8.156  0.014  -0.978  0.078

## Properties
Charge   0
F_max   5.5 eV/Å
E_HOMO   -8.0 eV
2S+1   1
Molecular weight   788.28 g mol⁻¹
Frontier orbital gap   0.28160 hartree